Formula: C27H32BI2N7O3Pt
Source: the OMol25 dataset
Level of theory: wB97M-V/def2-TZVPD

Geometry (Å):
Pt1 -0.071 0.076 -0.261
C1 -2.848 1.678 -2.448
C2 -2.461 2.865 -1.564
C3 -1.331 3.706 -2.173
C4 -2.190 2.450 -0.144
C5 -2.749 3.089 0.963
C6 -2.492 2.278 2.048
N1 -1.786 1.224 1.637
N2 -1.572 1.330 0.300
B1 -1.603 -0.102 2.404
N3 -0.146 -0.284 2.826
C7 0.353 -0.553 4.042
C8 1.675 -0.906 3.897
C9 1.930 -0.849 2.513
N4 0.806 -0.466 1.894
C10 3.189 -1.272 1.828
C11 4.417 -0.558 2.395
C12 3.328 -2.798 1.995
N5 -1.930 -1.263 1.433
C13 -2.678 -2.331 1.720
C14 -2.684 -3.172 0.634
C15 -1.894 -2.556 -0.344
N6 -1.437 -1.392 0.172
C16 -1.699 -3.139 -1.713
C17 -1.159 -2.196 -2.770
C18 -0.840 -4.412 -1.623
H1 -3.264 2.040 -3.388
H2 -3.598 1.055 -1.959
H3 -1.986 1.072 -2.686
H4 -3.336 3.514 -1.500
H5 -0.376 3.184 -2.115
H6 -1.234 4.661 -1.658
H7 -1.549 3.906 -3.222
H8 -3.312 4.006 0.952
H9 -2.777 2.392 3.081
H10 -2.314 -0.132 3.354
H11 -0.256 -0.474 4.926
H12 2.370 -1.185 4.669
H13 3.108 -1.056 0.764
H14 4.560 -0.804 3.446
H15 4.323 0.526 2.305
H16 5.311 -0.871 1.856
H17 3.430 -3.064 3.046
H18 4.212 -3.150 1.463
H19 2.451 -3.308 1.594
H20 -3.165 -2.438 2.676
H21 -3.202 -4.110 0.533
H22 -2.695 -3.457 -2.035
H23 -0.183 -1.816 -2.486
H24 -1.829 -1.358 -2.954
H25 -1.024 -2.732 -3.709
H26 0.172 -4.165 -1.292
H27 -0.787 -4.881 -2.605
H28 -1.265 -5.131 -0.925
I1 0.740 0.646 -5.726
C19 1.687 1.559 -4.122
C20 2.783 2.387 -4.279
C21 3.398 2.984 -3.189
I2 5.077 4.166 -3.533
C22 2.900 2.782 -1.856
C23 3.420 3.392 -0.701
C24 2.851 3.138 0.525
C25 1.780 2.254 0.612
N7 1.277 1.659 -0.463
C26 1.806 1.918 -1.683
C27 1.146 1.283 -2.821
O1 0.127 0.581 -2.641
H29 3.163 2.577 -5.274
H30 4.257 4.072 -0.786
H31 3.231 3.602 1.424
H32 1.314 2.033 1.564
O2 1.430 -1.265 -0.739
O3 2.307 -0.973 -1.475

Values from the calculation:
Kohn-Sham gap (alpha / beta) (hartree): 0.268 / 0.193
⟨S²⟩: 6.043
E_LUMO (alpha / beta) (eV): -6.8 / -9.1
Strongest force on any atom (eV/A): 2.36
Total charge: +2
Multiplicity: 5
Highest occupied orbital energy (alpha / beta) (eV): -14.0466 / -14.3330
ΔE to the lowest compared entry with this formula, charge and spin (eV): 0.637


Formula: C27H32Cl3N2O2OsP
Source: the OMol25 dataset
Level of theory: wB97M-V/def2-TZVPD

Geometry (Å):
Os1 -0.873 -1.422 -0.183
N1 1.575 -1.361 -0.146
C1 2.659 -2.376 -0.459
C2 2.657 -2.997 -1.866
C3 1.631 -4.108 -2.094
C4 0.231 -3.584 -1.926
N2 -0.012 -3.333 -0.477
H1 1.577 -0.651 -0.870
H2 1.872 -0.877 0.689
H3 2.630 -3.159 0.304
H4 3.607 -1.866 -0.319
H5 3.653 -3.411 -2.026
H6 2.526 -2.205 -2.617
H7 1.814 -4.926 -1.385
H8 1.734 -4.534 -3.091
H9 -0.533 -4.237 -2.328
H10 0.140 -2.632 -2.448
H11 0.857 -3.343 0.036
H12 -0.590 -4.050 -0.053
C5 2.714 1.898 1.577
C6 2.527 1.973 0.070
C7 3.540 2.575 -0.681
C8 3.511 2.623 -2.065
C9 2.452 2.053 -2.767
C10 1.410 1.493 -2.059
C11 1.421 1.479 -0.647
P1 -0.129 0.896 0.069
C12 -0.225 1.117 1.873
C13 -0.022 -0.043 2.632
C14 -0.130 -0.046 4.008
C15 -0.450 1.141 4.650
C16 -0.621 2.303 3.915
C17 -0.504 2.331 2.525
C18 -0.645 3.667 1.822
C19 -1.398 1.813 -0.809
C20 -1.258 3.066 -1.396
C21 -2.331 3.610 -2.080
C22 -3.513 2.890 -2.195
C23 -3.625 1.623 -1.631
C24 -2.558 1.088 -0.937
C25 -2.628 -0.269 -0.298
H13 3.778 1.920 1.814
H14 2.291 0.998 2.019
H15 2.253 2.753 2.083
H16 4.387 3.004 -0.149
H17 4.327 3.097 -2.603
H18 2.435 2.067 -3.854
H19 0.559 1.088 -2.601
H20 0.252 -0.974 2.152
H21 0.029 -0.960 4.575
H22 -0.554 1.163 5.733
H23 -0.837 3.234 4.433
H24 -0.406 4.479 2.510
H25 -1.667 3.827 1.469
H26 0.022 3.755 0.965
H27 -0.329 3.620 -1.331
H28 -2.243 4.595 -2.528
H29 -4.348 3.311 -2.744
H30 -4.547 1.056 -1.735
H31 -3.397 -0.895 -0.737
H32 -2.831 -0.190 0.787
Cl1 -4.678 -4.742 -0.406
C26 -3.884 -3.950 0.931
Cl2 -4.988 -2.799 1.692
Cl3 -3.313 -5.132 2.085
C27 -2.674 -3.101 0.487
O1 -1.896 -2.603 1.372
O2 -2.431 -2.833 -0.737

Values from the calculation:
Kohn-Sham gap (alpha / beta) (hartree): 0.238 / 0.241
E_LUMO (alpha / beta) (eV): -7.9 / -7.9
Strongest force on any atom (eV/A): 3.53
Total charge: +2
Multiplicity: 1
Highest occupied orbital energy (alpha / beta) (eV): -14.4232 / -14.4641
ΔE to the lowest compared entry with this formula, charge and spin (eV): 2.861


Formula: C27H32ErF5N4O2Si
Source: the OMol25 dataset
Level of theory: wB97M-V/def2-TZVPD

Geometry (Å):
Er1 0.300 0.193 -0.187
C1 0.709 -2.095 2.968
C2 -0.107 -2.976 2.053
N1 -0.604 -2.299 0.821
C3 -0.429 -3.221 -0.327
C4 1.025 -3.518 -0.653
C5 -2.046 -2.030 1.025
C6 -2.683 -1.095 0.021
N2 -1.966 0.170 0.060
C7 -2.539 1.303 -0.431
C8 -1.805 2.500 -0.336
F1 -0.521 2.392 0.173
C9 -2.213 3.721 -0.799
F2 -1.397 4.774 -0.658
C10 -3.444 3.865 -1.412
C11 -4.191 2.714 -1.547
F3 -5.385 2.773 -2.160
C12 -3.769 1.479 -1.089
F4 -4.571 0.419 -1.334
H1 1.108 -2.686 3.795
H2 0.105 -1.294 3.394
H3 1.544 -1.642 2.433
H4 -0.971 -3.373 2.596
H5 0.486 -3.842 1.761
H6 -0.907 -2.783 -1.200
H7 -0.959 -4.160 -0.106
H8 1.650 -2.626 -0.574
H9 1.101 -3.868 -1.682
H10 1.457 -4.280 -0.004
H11 -2.149 -1.573 2.012
H12 -2.596 -2.983 1.039
H13 -3.728 -0.983 0.318
H14 -2.690 -1.544 -0.982
H15 -3.797 4.820 -1.769
O1 -0.412 1.025 -2.258
C13 -0.356 -0.183 -2.573
O2 0.461 -0.969 -1.977
C14 -1.311 -0.735 -3.589
C15 -1.993 0.153 -4.408
C16 -2.907 -0.363 -5.312
C17 -3.104 -1.732 -5.344
C18 -2.378 -2.533 -4.472
N3 -1.490 -2.054 -3.607
H16 -1.809 1.214 -4.315
H17 -3.460 0.293 -5.971
H18 -3.812 -2.180 -6.028
H19 -2.519 -3.608 -4.466
C19 2.367 0.604 4.400
Si1 1.587 1.389 2.887
C20 2.134 3.173 2.855
C21 -0.287 1.306 3.070
N4 1.943 0.653 1.348
C22 3.205 0.835 0.798
C23 4.414 0.758 1.501
C24 5.628 1.003 0.875
C25 5.699 1.338 -0.469
C26 4.528 1.420 -1.205
C27 3.356 1.159 -0.548
F5 2.166 1.261 -1.269
H20 1.816 0.922 5.290
H21 3.401 0.929 4.528
H22 2.355 -0.485 4.371
H23 1.827 3.695 3.765
H24 1.701 3.696 1.999
H25 3.221 3.243 2.776
H26 -0.581 0.859 4.023
H27 -0.775 0.724 2.283
H28 -0.720 2.308 3.026
H29 4.378 0.480 2.545
H30 6.542 0.932 1.452
H31 6.649 1.532 -0.946
H32 4.521 1.685 -2.253

Values from the calculation:
Kohn-Sham gap (alpha / beta) (hartree): 0.285 / 0.286
⟨S²⟩: 3.752
E_LUMO (alpha / beta) (eV): 0.2 / 0.2
Strongest force on any atom (eV/A): 1.90
Total charge: 0
Multiplicity: 4
Highest occupied orbital energy (alpha / beta) (eV): -7.6101 / -7.6239


Formula: C27H32F3N4O2S3W
Source: the OMol25 dataset
Level of theory: wB97M-V/def2-TZVPD

Geometry (Å):
W1 -0.393 -0.009 -0.011
C1 -0.190 -0.629 -3.172
C2 -1.396 0.260 -3.432
C3 -1.329 1.556 -2.679
C4 -1.837 2.705 -3.259
C5 -1.681 3.934 -2.640
C6 -0.957 3.981 -1.456
C7 -0.497 2.805 -0.920
N1 -0.710 1.583 -1.472
N2 -0.272 -1.327 -1.858
C8 0.915 -2.201 -1.703
C9 0.881 -2.748 -0.304
C10 1.491 -3.928 0.062
C11 1.312 -4.412 1.354
C12 0.481 -3.712 2.214
C13 -0.088 -2.530 1.790
N3 0.131 -2.023 0.557
C14 -1.468 -2.229 -1.870
C15 -2.669 -1.640 -1.195
C16 -3.932 -2.095 -1.519
C17 -5.032 -1.633 -0.811
C18 -4.809 -0.747 0.232
C19 -3.522 -0.332 0.497
N4 -2.448 -0.738 -0.212
H1 0.725 -0.036 -3.197
H2 -0.120 -1.383 -3.960
H3 -2.333 -0.255 -3.211
H4 -1.422 0.492 -4.496
H5 -2.355 2.630 -4.206
H6 -2.084 4.834 -3.087
H7 -0.758 4.918 -0.955
H8 0.061 2.830 0.004
H9 1.810 -1.616 -1.905
H10 0.893 -3.015 -2.432
H11 2.083 -4.479 -0.658
H12 1.793 -5.328 1.669
H13 0.282 -4.068 3.215
H14 -0.734 -1.975 2.453
H15 -1.227 -3.148 -1.333
H16 -1.710 -2.525 -2.891
H17 -4.051 -2.823 -2.311
H18 -6.030 -1.968 -1.062
H19 -5.623 -0.379 0.841
H20 -3.359 0.336 1.323
C20 1.999 1.715 3.482
C21 2.916 0.480 3.524
S1 2.662 -0.702 2.164
C22 4.101 -0.410 1.086
C23 3.736 -0.359 -0.396
S2 2.282 0.660 -0.889
C24 2.895 2.335 -0.473
C25 2.915 2.734 0.998
S3 1.389 2.239 1.853
H21 2.506 2.577 3.914
H22 1.089 1.548 4.059
H23 2.728 -0.080 4.438
H24 3.967 0.758 3.521
H25 4.801 -1.231 1.244
H26 4.594 0.505 1.400
H27 3.543 -1.359 -0.781
H28 4.568 0.061 -0.962
H29 2.253 2.997 -1.052
H30 3.899 2.391 -0.895
H31 3.000 3.818 1.064
H32 3.757 2.304 1.532
F1 -1.562 3.010 3.246
C26 -2.219 2.004 2.719
F2 -3.438 1.970 3.193
F3 -2.337 2.268 1.362
C27 -1.490 0.608 2.896
O1 -1.635 -0.019 3.893
O2 -0.742 0.240 1.866

Values from the calculation:
Kohn-Sham gap (alpha / beta) (hartree): 0.223 / 0.224
⟨S²⟩: 2.013
E_LUMO (alpha / beta) (eV): -10.3 / -10.2
Strongest force on any atom (eV/A): 1.18
Total charge: +3
Multiplicity: 3
Highest occupied orbital energy (alpha / beta) (eV): -16.3293 / -16.3257


Sequential E output: -65198.4782 -84900.6644 -87665.2070 -81034.1789 eV